# 1
Computed, not measured: C5H10N2O in the gas phase, with ωB97M-V/def2-TZVPD.

Each line ends with the natural charge from an NBO analysis.
Positions of all 18 atoms, in Å:
C (0.15608, -1.12807, -0.45633)  -0.31
C (-0.47198, -1.09015, -1.81954)  -0.63
C (0.84092, -0.10299, 0.18480)  0.20
N (1.72607, -0.42262, 1.19152)  -0.81
C (0.26798, 1.24892, 0.23926)  -0.01
C (-1.19791, 0.41579, 0.75313)  0.16
O (0.10566, 1.88043, -1.00139)  -0.70
N (-1.61661, 0.33869, 1.96044)  -0.71
H (-0.47482, 2.64240, -0.86348)  0.48
H (0.43145, -2.13420, -0.14446)  0.19
H (2.01487, -1.38985, 1.25409)  0.40
H (2.21119, 0.34241, 1.64102)  0.40
H (-0.87737, 0.31572, 2.66309)  0.34
H (0.68010, 1.89547, 1.01620)  0.17
H (-1.88130, 0.47886, -0.09443)  0.18
H (0.20630, -1.50382, -2.57409)  0.21
H (-0.74413, -0.08168, -2.12634)  0.23
H (-1.37650, -1.70532, -1.82349)  0.21

The SMILES is [H]/N=C\[C@H](O)/C(N)=C\C. The calculation puts the HOMO-LUMO gap at 8.0 eV. The value obtained for the HOMO energy is -7.2 eV. The calculation puts the energy above the lowest of the compared OMol25 structures with the same formula, charge and spin at 345.5 kJ/mol. As for the spin multiplicity: 1. Its LUMO energy is 0.770 eV.

***

# 2
Computed, not measured: a molecular structure, C5H10N2O, with ωB97M-V/def2-TZVPD.

Each line ends with the natural charge from an NBO analysis.
Positions of all 18 atoms, in Å:
C (0.11397, 0.46469, 0.50183)  0.03
C (0.46399, 1.94189, 0.35668)  -0.62
C (1.36917, -0.40412, 0.45328)  0.42
N (1.83340, -0.63641, -0.80955)  -0.82
C (-1.85408, -1.47362, -0.64288)  -0.08
C (-2.96201, -0.92300, -0.84913)  -0.49
O (-0.75359, 0.07971, -0.58193)  -0.71
N (2.01707, -0.81034, 1.47082)  -0.71
H (-0.40172, 0.28167, 1.45234)  0.19
H (1.16909, -0.59693, -1.56538)  0.40
H (2.56731, -1.32113, -0.89692)  0.40
H (1.60606, -0.49492, 2.34481)  0.34
H (-1.15312, -2.27102, -0.51407)  0.22
H (1.16969, 2.23749, 1.13237)  0.22
H (-0.43118, 2.55801, 0.44563)  0.21
H (0.93451, 2.12309, -0.60867)  0.22
H (-3.93895, -1.21361, -1.17654)  0.24
H (-1.74961, 0.45855, -0.51270)  0.54

The calculation puts the HOMO-LUMO gap at 9.9 eV. The value obtained for the HOMO energy is -9.0 eV. The calculation puts the energy above the lowest of the compared OMol25 structures with the same formula, charge and spin at 430.2 kJ/mol. As for the spin multiplicity: 1. Its LUMO energy is 0.935 eV.